DFT (wB97M-V/def2-TZVPD) results for a molecular structure, C3HF6O4S2 in a non-equilibrium geometry.

Cartesian coordinates (Å):
C: -0.21851 -0.03486 -0.23563
C: -1.84780 -1.31219 1.58103
C: 0.93894 2.11274 -1.51355
O: 0.03773 -2.65576 0.35927
O: 0.73301 -1.01801 2.05297
O: 1.98460 -0.27299 -1.77836
O: 2.22146 0.82935 0.40397
F: -2.05833 -2.27978 2.48381
F: -2.16411 -0.15254 2.17004
F: -2.74226 -1.50049 0.59626
F: 2.01266 2.72433 -2.03183
F: 0.37246 2.97430 -0.65994
F: 0.06759 1.94038 -2.52168
S: -0.05437 -1.32115 0.89873
S: 1.37658 0.43981 -0.68162
H: -0.65965 -0.47313 -1.12346

Summary:
Relative energy (zero: lowest compared OMol25 entry of this formula, charge and spin) ... 0.101 eV
Frontier orbital gap ... 9.51 eV
Net charge ... -1
F_max ... 2.128 eV/A
Lowest unoccupied orbital energy ... 0.1312 Ha



DFT (wB97M-V/def2-TZVPD) results for a molecular structure, C3HFLiO2 in a non-equilibrium geometry.

Cartesian coordinates (Å):
H: -1.45522 -0.66336 1.21682
O: 0.53306 -1.05990 0.30221
O: 0.32326 0.96522 -0.30628
C: -0.81496 -0.85353 0.23598
C: -0.94438 0.45279 -0.13012
C: 1.21053 0.01260 -0.11538
F: -1.88851 1.05194 -0.78872
Li: 3.03621 0.09424 -0.41450

Summary:
Relative energy (zero: lowest compared OMol25 entry of this formula, charge and spin) ... 0.618 eV
Frontier orbital gap ... 10.14 eV
Net charge ... +1
F_max ... 4.505 eV/A
Lowest unoccupied orbital energy ... -0.1703 Ha



DFT (wB97M-V/def2-TZVPD) results for a molecular structure, C3HFeO2 in a non-equilibrium geometry.

Cartesian coordinates (Å):
O: 1.10513 -0.96461 0.02569
O: 0.85206 1.21600 0.02198
C: 0.36036 0.05180 -0.06075
Fe: 2.68674 0.33112 0.08290
C: -2.11353 0.56752 0.13346
C: -1.09622 -0.12017 -0.23750
H: -1.79453 -1.08165 0.03422

Summary:
Relative energy (zero: lowest compared OMol25 entry of this formula, charge and spin) ... 1.174 eV
Frontier orbital gap (spin up / spin down) ... 9.43 / 6.82 eV
Net charge ... +2
F_max ... 2.703 eV/A
⟨S²⟩ ... 8.766
2S+1 ... 6
Lowest unoccupied orbital energy (spin up / spin down) ... -0.4461 / -0.5475 Ha



DFT (wB97M-V/def2-TZVPD) results for a single C3HI2NO2 molecule in a non-equilibrium geometry.

Cartesian coordinates (Å):
C: 0.66201 -2.15777 0.27092
C: -0.77930 -2.11437 1.02147
C: 0.48446 0.02549 0.45645
N: 1.12637 -1.01657 0.05949
O: -1.38150 -3.14853 1.16021
O: -1.06677 -0.96518 1.27727
I: 1.33537 -4.02270 -0.40820
I: 1.27517 1.04565 2.03511
H: -0.07372 0.54368 -0.20869

Summary:
Relative energy (zero: lowest compared OMol25 entry of this formula, charge and spin) ... 0.096 eV
Frontier orbital gap ... 9.07 eV
F_max ... 4.473 eV/A
Lowest unoccupied orbital energy ... -0.0288 Ha